# C47H58Br39INO6P

A molecular structure, C47H58Br39INO6P in a non-equilibrium geometry (ωB97M-V with the def2-TZVPD basis set, the OMol25 dataset).

Structure (XYZ):
```
153
Properties=species:S:1:pos:R:3:forces:R:3:lowdin_charge:R:1
C 1.242904 2.089585 -3.754706 0.048 -0.802 0.153 0.029
C 0.892924 2.141662 -5.206066 0.776 0.205 -0.634 -0.537
O 1.531645 2.757907 -6.020683 -0.386 0.103 0.150 0.119
O -0.195715 1.412034 -5.529532 -0.620 0.490 0.651 -0.030
C -1.077110 1.996077 -6.506232 -0.052 -0.620 -0.494 -0.132
C -2.569429 1.757171 -6.157902 0.774 0.012 0.599 -0.093
C -2.766109 0.701966 -5.099443 -0.130 -0.250 -0.227 -0.148
C -2.566111 -0.620529 -5.483804 -0.101 -0.010 0.363 -0.014
C -2.685801 -1.690448 -4.607586 0.026 0.000 -0.243 -0.277
P -2.372752 -3.430253 -5.117280 -0.487 -1.064 0.141 0.940
C -2.457172 -3.450556 -6.954057 0.406 0.353 0.234 -0.288
C -0.562669 -3.556460 -4.840982 0.123 1.041 -0.191 -0.319
C -3.030020 -1.396561 -3.288076 0.089 0.161 -0.148 -0.086
C -3.256518 -0.076250 -2.893328 0.032 0.184 -0.011 -0.018
C -3.135627 1.001196 -3.782784 -0.015 -0.432 0.162 -0.076
C -3.383497 2.420820 -3.345785 0.134 0.258 -0.515 -0.190
C -2.138553 3.319381 -3.504458 -0.345 -0.068 0.817 -0.740
C -1.515622 3.561732 -2.136999 0.309 -0.331 -0.303 -0.183
I -2.703345 5.228581 -4.308309 0.151 0.096 -0.176 0.900
C -3.597369 0.103525 -1.447363 -0.237 0.042 0.044 -0.289
O -4.449375 0.860980 -1.029834 0.295 0.000 -0.054 0.111
C -2.797241 -0.764337 -0.538638 -0.036 0.301 0.236 -0.088
C -2.319381 -0.270028 0.667843 -0.117 -0.443 -0.125 0.027
C -1.522747 -1.092556 1.448894 -0.122 0.442 -0.121 -0.003
C -1.218821 -2.376732 1.019711 0.366 -0.348 0.288 -0.225
O -0.363911 -3.165187 1.770322 0.043 0.488 -0.329 -0.099
C 1.027336 -2.800290 1.600892 -0.118 -0.211 0.072 -0.173
C 1.818973 -3.721760 0.674326 0.699 0.585 0.234 -0.308
C 1.846284 -3.229014 -0.784553 -0.407 -0.335 -0.207 -0.044
C 3.267738 -3.765306 1.217258 -0.467 0.218 -0.274 -0.145
C 3.968177 -2.388287 1.201043 0.356 0.139 -0.179 -0.403
C 5.152792 -2.328011 0.213213 -0.176 -0.308 -0.076 -0.062
C 4.434270 -1.944710 2.594111 -0.421 -0.069 -0.547 -0.083
C -1.744665 -2.912467 -0.151310 -0.248 -0.043 -0.350 -0.063
C -1.444643 -4.334820 -0.547641 -0.159 0.044 0.254 -0.036
C -2.210113 -5.347148 0.288665 0.182 0.025 0.053 -0.465
O -1.599734 -6.097189 1.018284 -0.120 -0.183 -0.300 0.048
N -3.624481 -5.397764 0.144645 0.470 -0.433 0.832 -0.122
C -4.219619 -4.460313 1.133490 -0.172 -0.217 -0.475 -0.053
C -4.081875 -6.754074 0.494855 -0.454 0.272 -0.101 -0.080
C -2.536954 -2.071021 -0.933326 0.321 0.126 0.214 -0.042
C -3.123884 -2.461104 -2.238618 -0.220 -0.322 -0.214 -0.333
O -3.648896 -3.530947 -2.432856 0.118 0.058 0.048 0.065
H 2.299237 1.869754 -3.643229 0.182 0.184 -0.043 0.092
H 1.027210 3.044084 -3.285197 -0.033 0.111 -0.008 0.080
H 0.688930 1.291907 -3.267091 -0.166 0.075 0.158 0.087
H -0.877715 3.057828 -6.598853 0.167 0.128 -0.036 0.118
H -0.868500 1.509224 -7.453434 0.172 0.111 -0.197 0.125
H -2.978916 2.697803 -5.809077 -0.351 0.084 -0.307 0.054
H -3.027243 1.431219 -7.085034 -0.417 0.149 -0.021 0.124
H -2.299336 -0.822155 -6.509711 0.061 0.102 -0.145 0.099
H -3.454743 -3.735137 -7.266660 -0.155 0.122 -0.093 0.030
H -1.767810 -4.229126 -7.273557 0.005 -0.162 -0.034 0.033
H -2.137059 -2.530650 -7.434716 -0.046 0.065 -0.228 0.019
H -0.047871 -2.651702 -5.169524 0.103 0.064 -0.083 0.043
H -0.162791 -4.393861 -5.396028 0.035 -0.197 0.029 -0.026
H -0.354050 -3.672524 -3.780668 0.015 -0.206 0.134 0.015
H -3.687815 2.488590 -2.312631 -0.203 -0.188 0.143 0.094
H -4.219440 2.804972 -3.925815 -0.074 0.063 -0.094 0.098
H -1.411952 2.851552 -4.153219 0.028 0.253 -0.267 0.042
H -0.649479 4.212449 -2.202898 -0.002 0.234 0.094 0.029
H -1.158968 2.605713 -1.743277 -0.098 -0.112 0.105 0.084
H -2.251112 3.972588 -1.453366 0.014 0.171 0.133 0.064
H -2.564230 0.736001 0.971162 -0.037 0.088 0.065 0.124
H -1.138587 -0.719816 2.389567 0.055 -0.100 -0.240 0.039
H 1.098616 -1.777916 1.235004 -0.158 0.201 0.020 0.126
H 1.465917 -2.803095 2.594860 -0.022 -0.192 0.162 0.077
H 1.409762 -4.726998 0.739778 -0.134 -0.122 0.060 0.126
H 1.407921 -3.963804 -1.457836 -0.066 -0.049 -0.089 0.040
H 1.296590 -2.300356 -0.932004 -0.072 0.105 0.048 0.084
H 2.857098 -3.067258 -1.144636 0.189 0.053 0.032 0.070
H 3.233402 -4.134226 2.241043 0.148 -0.293 0.044 0.111
H 3.807117 -4.464082 0.583343 0.217 -0.234 0.159 0.108
H 3.266359 -1.639646 0.838633 -0.274 0.057 0.099 0.115
H 5.470750 -3.329640 -0.069458 0.166 -0.129 0.084 0.074
H 6.013263 -1.818724 0.638475 0.065 0.176 -0.016 0.037
H 4.874078 -1.838061 -0.716547 0.034 0.174 -0.085 0.072
H 3.687551 -2.201880 3.342011 0.090 -0.067 0.240 0.067
H 5.394991 -2.405745 2.805208 0.044 -0.079 0.361 0.065
H 4.546645 -0.863782 2.597544 0.215 0.130 0.111 0.057
H -0.408114 -4.594094 -0.373538 0.122 0.225 0.029 0.072
H -1.676712 -4.493383 -1.596342 -0.162 -0.080 -0.083 0.114
H -5.255935 -4.754379 1.266092 -0.175 0.135 -0.092 0.063
H -4.186836 -3.437197 0.779558 0.042 0.154 0.030 0.069
H -3.727034 -4.570193 2.102732 0.084 0.135 0.120 0.101
H -5.074120 -6.882520 0.069313 -0.094 -0.019 -0.085 0.043
H -4.169091 -6.887681 1.573149 0.208 -0.157 0.150 0.089
H -3.422410 -7.507354 0.084189 0.103 -0.067 -0.058 0.083
C -7.804685 -3.679544 -1.903614 0.039 0.003 -0.053 -1.631
Br -7.772688 -3.852303 -3.817670 0.017 -0.012 -0.010 0.579
Br -7.380546 -5.340305 -1.035518 -0.002 -0.026 -0.007 0.610
Br -6.666549 -2.253444 -1.308257 0.001 0.133 0.084 0.635
H -8.813941 -3.421009 -1.621738 -0.024 0.007 0.006 -0.032
C -0.442483 -0.631062 6.000013 -0.033 -0.078 0.067 -1.615
Br -0.354192 -1.841514 4.513053 0.039 -0.112 0.388 0.751
Br 1.309620 -0.047169 6.544676 0.048 0.022 0.033 0.588
Br -1.597423 0.860450 5.625570 0.010 0.013 -0.008 0.587
H -0.870374 -1.165919 6.835820 0.002 0.009 0.037 -0.055
C -5.467910 9.139937 -4.301116 -0.018 -0.032 -0.001 -1.618
Br -5.674410 7.836313 -2.907261 0.003 -0.021 -0.022 0.549
Br -3.785710 8.964752 -5.225863 -0.198 -0.249 -0.032 0.470
Br -6.944120 9.095770 -5.532716 -0.014 0.009 -0.020 0.584
H -5.470185 10.113757 -3.833859 0.016 0.021 0.008 -0.024
C -1.521228 8.044692 -0.596984 0.014 0.029 -0.031 -1.606
Br -2.040746 8.879918 -2.245829 0.032 -0.005 0.077 0.511
Br -2.951968 7.011288 0.172864 -0.001 -0.005 -0.044 0.574
Br 0.069183 6.994318 -0.843133 0.027 -0.011 0.035 0.556
H -1.279710 8.830262 0.103131 -0.004 -0.008 0.050 -0.027
C 3.743410 7.871435 -3.127725 -0.060 0.025 -0.010 -1.634
Br 3.566644 6.489138 -1.798156 0.056 -0.026 0.009 0.546
Br 2.652865 9.399079 -2.718405 0.034 0.004 0.022 0.540
Br 5.582407 8.360074 -3.394897 0.014 -0.006 0.017 0.580
H 3.382515 7.462266 -4.059626 -0.007 -0.025 -0.018 -0.027
C 0.779888 -7.560319 -3.039647 -0.041 -0.154 0.027 -1.613
Br -0.449635 -6.959731 -4.388404 -0.071 -0.178 0.070 0.627
Br 2.419725 -6.556098 -3.074526 0.011 0.041 0.021 0.588
Br -0.035236 -7.538157 -1.299480 0.059 0.093 0.031 0.662
H 1.027215 -8.587092 -3.263394 0.042 -0.009 -0.040 -0.031
C 1.069997 -0.615500 10.537444 -0.037 0.015 -0.023 -1.628
Br 1.987682 -1.875312 11.658958 -0.015 0.014 0.019 0.595
Br -0.725961 -1.176961 10.149770 -0.037 -0.083 -0.059 0.575
Br 1.083113 1.156491 11.286300 0.178 0.029 -0.003 0.579
H 1.603073 -0.571334 9.598687 -0.011 0.021 -0.032 -0.071
C 3.625857 -8.654888 3.420262 -0.013 0.021 -0.026 -1.661
Br 2.417367 -8.082553 2.041657 -0.050 0.045 -0.050 0.563
Br 5.258969 -7.638320 3.393051 0.014 0.021 0.004 0.559
Br 2.795077 -8.611764 5.152915 -0.002 0.009 0.016 0.571
H 3.885713 -9.682306 3.215241 0.014 -0.024 0.000 -0.033
C -2.143449 2.156441 12.810286 0.016 -0.030 -0.011 -1.672
Br -2.342864 3.891322 13.617059 0.016 0.018 0.001 0.565
Br -3.017393 0.786068 13.834507 -0.009 0.001 0.007 0.579
Br -2.721620 2.150124 10.979548 -0.049 0.057 -0.010 0.552
H -1.088297 1.926492 12.808219 0.008 -0.021 0.009 -0.111
C 3.619034 4.436573 13.049389 0.011 -0.016 -0.003 -1.647
Br 4.303322 6.216831 13.277849 0.000 0.016 -0.001 0.580
Br 1.700315 4.399342 13.194392 -0.085 -0.008 -0.012 0.548
Br 4.222967 3.650120 11.403693 0.004 0.007 -0.013 0.563
H 4.011678 3.835527 13.855612 0.005 -0.019 0.018 -0.029
C -0.366630 11.651606 -5.353090 -0.019 -0.072 -0.015 -1.615
Br -2.210909 12.055519 -5.708991 0.133 0.283 -0.020 0.559
Br 0.206672 12.356753 -3.658846 -0.008 -0.012 0.023 0.566
Br -0.036837 9.759178 -5.480967 -0.027 -0.016 -0.049 0.538
H 0.223243 12.131865 -6.118933 0.019 0.018 -0.010 -0.028
C 9.180959 -0.691737 1.950936 0.011 0.023 -0.005 -1.644
Br 7.567719 0.042239 2.687823 0.033 0.009 0.005 0.581
Br 9.208729 -2.610521 2.086385 -0.009 -0.012 -0.015 0.576
Br 9.457496 -0.099763 0.144162 -0.005 -0.007 -0.017 0.565
H 10.003173 -0.315009 2.541046 0.019 0.012 0.013 -0.041
C 9.008280 4.285913 2.338073 -0.029 -0.076 -0.038 -1.639
Br 10.499747 3.139427 2.750005 0.021 -0.013 -0.002 0.566
Br 8.632068 4.307193 0.454989 0.006 -0.011 -0.024 0.571
Br 7.454661 3.806915 3.358807 -0.054 0.090 0.065 0.554
H 9.286464 5.289054 2.623737 0.024 0.013 0.015 -0.031
```
Forces are in eV/Å.

Results
- HOMO-LUMO gap: 0.276 hartree
- Calculated total energy: -103357.3665 hartree
- E_HOMO: -8.0 eV
- Largest force on an atom: 1.2 eV/A

---

# C36H38IrN5O4S3

A molecular structure, C36H38IrN5O4S3 (ωB97M-V with the def2-TZVPD basis set, the OMol25 dataset).

Structure (XYZ):
```
87
Properties=species:S:1:pos:R:3:forces:R:3:lowdin_charge:R:1
Ir -1.051893 -1.088972 0.214995 -0.183 0.833 -0.184 1.384
C -2.987145 2.051410 3.028816 0.032 0.036 -0.009 -0.049
C -1.475805 2.211666 2.829632 0.028 0.026 0.006 -0.372
C -1.028509 3.617643 3.239654 0.064 -0.013 -0.044 -0.059
C -0.772021 1.111210 3.610005 -0.119 -0.005 -0.005 -0.136
C -0.786768 1.217176 4.998119 0.006 0.012 -0.010 -0.035
C -0.357578 0.181669 5.801244 -0.002 -0.025 0.015 -0.054
C 0.035828 -1.007262 5.213856 -0.009 0.003 -0.007 -0.026
C 0.096352 -1.157946 3.833291 0.220 0.020 -0.041 -0.136
C 0.501568 -2.519357 3.310159 0.169 0.044 -0.145 -0.365
C -0.680656 -3.156835 2.591850 -0.036 -0.164 0.221 -0.051
C 1.774512 -2.500825 2.462796 -0.106 0.019 0.124 -0.097
C -0.238270 -0.054289 3.026907 -0.293 0.027 -0.336 -0.120
N -0.027520 -0.044035 1.586850 0.202 -0.040 0.337 -0.071
C 0.632987 0.978945 1.086700 0.264 -0.044 0.068 -0.059
C 0.597304 1.147384 -0.277533 0.209 -0.091 0.042 -0.308
C 0.979541 2.164222 -1.154398 -0.089 -0.010 -0.251 0.017
C 0.451839 1.812109 -2.382853 0.058 0.155 0.123 -0.010
C -0.239119 0.587860 -2.239105 -0.012 -0.392 -0.007 -0.230
N -0.115358 0.180152 -0.966812 -0.480 0.812 -0.071 -0.085
C -0.955748 -0.125314 -3.364046 0.010 0.034 0.025 -0.537
C -0.009078 -0.200594 -4.568965 0.037 -0.023 -0.031 -0.036
C -1.382964 -1.544663 -3.006052 0.206 -0.021 0.082 -0.057
C -2.204960 0.693130 -3.724092 0.010 0.043 0.039 -0.028
H -3.526382 2.857073 2.525927 0.000 0.004 0.031 0.080
H -3.240917 2.079061 4.090236 -0.017 0.031 -0.019 0.087
H -3.332948 1.102322 2.619680 -0.013 -0.024 0.067 0.071
H -1.284882 2.098736 1.764574 0.011 -0.036 -0.023 0.104
H -1.446900 3.906379 4.205364 0.029 -0.003 0.003 0.075
H -1.368865 4.348084 2.504167 -0.030 0.002 0.026 0.082
H 0.058332 3.690529 3.310584 -0.010 0.011 -0.020 0.084
H -1.162117 2.125345 5.452622 -0.002 -0.013 -0.006 0.113
H -0.354249 0.287664 6.878327 -0.028 -0.016 -0.006 0.110
H 0.319471 -1.846407 5.837012 0.018 0.008 -0.010 0.116
H 0.719122 -3.139523 4.182826 -0.094 0.066 0.086 0.130
H -0.818032 -2.642771 1.631682 -0.065 -0.282 -0.108 -0.007
H -1.605466 -3.049000 3.160818 0.008 -0.010 -0.008 0.095
H -0.521478 -4.214468 2.380127 0.057 0.054 -0.128 0.097
H 1.625175 -1.988982 1.513724 0.011 -0.032 -0.016 -0.015
H 2.100057 -3.518070 2.238182 -0.008 0.015 -0.018 0.092
H 2.576721 -1.994267 3.001327 0.002 -0.040 -0.009 0.075
H 1.164832 1.660345 1.740715 -0.058 -0.035 0.075 0.162
H 1.537535 3.050036 -0.896578 0.054 -0.043 -0.035 0.117
H 0.530218 2.372342 -3.299955 0.055 -0.053 -0.016 0.111
H 0.902239 -0.737487 -4.299870 -0.014 0.003 0.006 0.086
H 0.269736 0.792031 -4.923628 -0.023 -0.015 -0.021 0.079
H -0.496539 -0.731262 -5.390231 -0.010 0.025 0.011 0.091
H -0.517845 -2.192317 -2.849390 -0.007 0.019 0.035 0.058
H -1.984539 -1.960130 -3.816499 0.022 -0.015 -0.006 0.097
H -1.997591 -1.560221 -2.107170 -0.139 0.009 -0.062 0.030
H -1.937675 1.703907 -4.035734 -0.013 -0.004 0.008 0.087
H -2.876023 0.771438 -2.863942 -0.012 -0.001 -0.024 0.079
H -2.745347 0.211654 -4.541904 0.014 0.010 -0.001 0.089
O -2.700146 -2.500057 -0.089626 0.439 -0.706 -0.278 -0.124
C -3.910114 -2.275894 -0.234740 0.067 -0.141 0.125 -0.159
C -4.545274 -1.018908 -0.145036 -0.156 0.181 -0.049 -0.113
C -5.951066 -0.991390 -0.277354 0.103 -0.139 -0.020 0.062
C -6.612718 0.189689 -0.212543 -0.104 0.182 -0.010 -0.136
C -5.915205 1.402258 -0.042861 -0.167 -0.054 -0.039 0.037
C -4.561010 1.398073 0.086524 0.316 -0.016 0.021 0.012
C -3.813858 0.183271 0.065213 -0.271 -0.127 -0.109 -0.310
O -2.538050 0.273687 0.224128 0.469 0.013 0.275 -0.143
N -8.077410 0.205993 -0.338621 0.082 0.063 0.011 -0.357
O -8.623442 1.290352 -0.341595 0.032 0.027 0.012 0.084
O -8.649635 -0.860455 -0.430071 0.041 -0.053 -0.013 0.082
H -4.553888 -3.138280 -0.449215 0.013 -0.029 0.060 0.149
H -6.506762 -1.908145 -0.427818 0.033 -0.008 0.006 0.135
H -6.477474 2.325160 -0.021451 0.018 0.008 0.010 0.128
H -4.003482 2.314497 0.218937 -0.028 0.014 -0.025 0.123
S 6.962832 -0.232961 0.912109 0.141 0.026 0.137 0.562
C 5.729280 -0.741143 -0.065098 -0.098 0.185 -0.499 -1.112
S 4.249227 -1.386647 0.557628 -0.115 -0.099 0.327 0.958
C 3.557620 -1.491812 -1.039370 0.187 0.343 -0.229 -1.134
N 4.381645 -1.084776 -1.954938 -0.228 -0.116 0.043 -0.004
N 5.590828 -0.694558 -1.418320 0.262 -0.086 0.197 -0.147
C 6.559964 -0.244453 -2.372505 -0.210 -0.045 0.134 -0.198
C 7.920145 -0.401278 -2.155955 0.112 -0.067 -0.063 -0.051
C 8.816174 0.050082 -3.116103 -0.019 -0.010 0.002 -0.081
C 8.364683 0.638274 -4.286953 -0.026 -0.005 -0.002 -0.099
C 6.998489 0.761381 -4.505520 0.041 -0.007 0.012 -0.087
C 6.093956 0.322524 -3.553464 0.016 0.132 -0.036 -0.024
S 1.982600 -2.071904 -1.377671 -0.829 -0.354 0.201 0.527
H 8.279348 -0.879756 -1.259583 -0.023 0.045 0.022 0.062
H 9.878035 -0.071264 -2.943510 -0.013 0.001 0.002 0.103
H 9.070299 0.990487 -5.028505 -0.007 -0.014 0.002 0.098
H 6.631902 1.199704 -5.425076 0.001 0.013 0.016 0.100
H 5.030365 0.411755 -3.715055 0.000 -0.025 0.003 0.103
```
Forces are in eV/Å.

Results
- HOMO-LUMO gap: 0.184 hartree
- Calculated total energy: -3268.0746 hartree
- E_HOMO: -6.8 eV
- Largest force on an atom: 0.9 eV/A
- Energy above the lowest of the compared OMol25 structures with the same formula, charge and spin: 4.040 eV

---

Among the records above, which one has the highest largest force on an atom?
C47H58Br39INO6P

---

Among the records above, which one has the lowest largest force on an atom?
C36H38IrN5O4S3

---

Among the records above, which one has the highest largest force on an atom?
C47H58Br39INO6P

---

E_HOMO of number 1 (C47H58Br39INO6P)?
-8.0 eV